(1)
Density functional theory data (ωB97M-V/def2-TZVPD) for a structure of composition C14H11BrClFeN5O2.

- E_tot: -5262.29467 hartree
- E_LUMO (spin up / spin down): -0.49 / -0.48 eV
- HOMO-LUMO gap (spin up / spin down): 7.71 / 7.42 eV

```
35
C14H11BrClFeN5O2 ωB97M-V/def2-TZVPD
Fe 0.738 0.550 0.159
N 4.305 -1.196 -1.071
C 3.112 -0.752 -1.490
N 2.393 -0.429 -0.440
C 3.218 -0.699 0.615
N 4.393 -1.165 0.272
C 2.701 -0.433 1.956
C 3.326 -0.786 3.141
N 2.762 -0.558 4.320
C 1.562 0.018 4.303
C 0.921 0.377 3.127
N 1.498 0.158 1.948
H 5.085 -1.520 -1.618
H 2.811 -0.673 -2.520
H 4.299 -1.262 3.123
H 1.089 0.201 5.259
H -0.050 0.853 3.118
Cl -0.025 2.921 0.945
C 1.516 2.330 0.144
H 2.329 2.645 0.800
H 1.573 2.859 -0.807
Br -6.979 -0.665 -3.215
C -5.236 -0.453 -2.502
C -4.879 -1.167 -1.369
C -3.604 -1.007 -0.851
C -2.702 -0.146 -1.465
C -3.078 0.561 -2.599
C -4.352 0.412 -3.126
C -1.333 0.022 -0.903
O -0.489 0.759 -1.492
O -1.003 -0.566 0.169
H -5.588 -1.835 -0.900
H -3.292 -1.545 0.033
H -2.363 1.229 -3.059
H -4.656 0.960 -4.006
```

=====

(2)
Density functional theory data (ωB97M-V/def2-TZVPD) for a cluster of 2 separate species, C10H25INS in total in a non-equilibrium geometry.

- E_tot: -1146.27140 hartree
- Total charge: +1
- E_LUMO: -6.02 eV
- HOMO-LUMO gap: 4.24 eV

```
38
C10H25INS ωB97M-V/def2-TZVPD
C -0.450 -3.849 0.294
C -1.382 -2.569 -0.131
C -2.917 -2.603 0.443
C -3.956 -3.528 -0.451
S -3.580 -0.821 0.290
I -3.639 0.051 2.548
H 0.344 -3.484 1.104
H -1.043 -4.800 0.646
H 0.177 -4.198 -0.659
H -1.392 -2.537 -1.321
H -0.869 -1.576 0.252
H -3.017 -2.876 1.580
H -4.614 -2.830 -1.162
H -3.422 -4.297 -1.153
H -4.654 -4.086 0.306
H -4.912 -0.881 -0.229
C 3.927 3.354 -0.162
C 2.405 3.279 -0.102
N 1.835 2.187 -0.895
C 0.384 2.297 -1.079
C -0.493 2.197 0.165
C 2.326 0.841 -0.595
C 2.174 0.332 0.835
H 4.280 3.404 -1.198
H 4.277 4.254 0.355
H 4.398 2.495 0.325
H 2.026 4.233 -0.488
H 2.096 3.223 0.948
H 0.051 1.546 -1.806
H 0.176 3.261 -1.561
H -0.557 1.171 0.532
H -1.514 2.510 -0.080
H -0.143 2.840 0.976
H 3.390 0.798 -0.857
H 1.856 0.119 -1.277
H 2.476 1.072 1.580
H 2.807 -0.550 0.979
H 1.148 0.022 1.046
```

=====

(3)
Density functional theory data (ωB97M-V/def2-TZVPD) for a cluster of 7 separate species, C32H69BF7INO11S in total.

- E_tot: -3562.72032 hartree
- Total charge: +1
- E_LUMO: -2.65 eV
- HOMO-LUMO gap: 8.82 eV

```
123
C32H69BF7INO11S ωB97M-V/def2-TZVPD
C -0.393 0.583 -0.531
C -0.728 1.774 0.363
C -2.081 2.412 0.016
C -2.710 3.200 1.176
C -3.851 2.502 1.892
N -3.441 1.143 2.395
C -4.110 0.721 3.674
C -3.528 -0.660 3.976
B -4.563 -1.446 4.960
O -4.237 -2.528 5.691
O -5.821 -0.908 5.055
C -3.135 -1.180 2.537
S -3.543 -2.896 2.278
O -4.914 -3.016 1.886
O -3.020 -3.628 3.389
C -2.522 -3.380 0.780
F -3.229 -4.278 0.109
F -2.403 -2.266 0.029
C -1.091 -3.911 1.074
F -0.349 -3.639 0.001
F -0.577 -3.227 2.105
C -0.998 -5.448 1.333
F -2.048 -5.875 2.033
F -0.961 -6.091 0.170
F 0.113 -5.701 2.016
C -3.614 -0.100 1.527
C -5.011 -0.229 0.919
C -4.931 -0.745 -0.519
O -4.118 -0.342 -1.281
I -6.413 -2.128 -1.119
H 0.641 0.264 -0.399
H -0.556 0.853 -1.576
H -1.044 -0.269 -0.294
H -0.737 1.458 1.422
H 0.054 2.535 0.292
H -2.763 1.639 -0.359
H -1.940 3.109 -0.812
H -1.948 3.489 1.909
H -3.111 4.137 0.781
H -4.134 3.071 2.780
H -4.741 2.424 1.272
H -2.439 1.205 2.595
H -3.907 1.450 4.457
H -5.173 0.669 3.444
H -2.573 -0.534 4.494
H -3.347 -2.870 5.555
H -6.111 -0.732 5.956
H -2.042 -1.189 2.455
H -2.869 -0.025 0.736
H -5.471 0.756 0.806
H -5.693 -0.824 1.522
C -3.393 8.049 1.025
C -2.303 7.021 1.273
C -0.990 7.669 1.680
O -2.119 6.191 0.121
H -3.102 8.717 0.211
H -4.327 7.563 0.742
H -3.572 8.656 1.913
H -2.625 6.333 2.060
H -0.633 8.326 0.883
H -0.226 6.913 1.859
H -1.109 8.266 2.584
H -1.830 6.756 -0.605
C 1.303 -1.607 -5.135
C 2.058 -1.031 -3.949
C 2.756 -2.106 -3.136
O 1.174 -0.269 -3.117
H 0.530 -2.299 -4.788
H 0.814 -0.817 -5.705
H 1.973 -2.153 -5.800
H 2.797 -0.308 -4.303
H 2.023 -2.817 -2.741
H 3.293 -1.660 -2.300
H 3.466 -2.662 -3.751
H 0.500 -0.872 -2.785
C 6.777 -1.102 -2.913
C 6.062 0.074 -2.266
C 7.044 1.003 -1.574
O 5.071 -0.387 -1.344
H 7.308 -1.682 -2.152
H 6.064 -1.762 -3.408
H 7.506 -0.763 -3.650
H 5.503 0.626 -3.025
H 7.573 0.460 -0.785
H 6.528 1.847 -1.115
H 7.783 1.388 -2.277
H 5.525 -0.880 -0.651
C 0.901 2.761 -6.142
C 1.516 3.550 -4.997
C 3.035 3.551 -5.066
O 1.071 3.039 -3.742
H 1.227 1.717 -6.094
H -0.186 2.776 -6.078
H 1.200 3.167 -7.110
H 1.151 4.579 -5.028
H 3.413 2.527 -4.993
H 3.455 4.125 -4.241
H 3.389 3.978 -6.005
H 1.369 2.122 -3.680
C -5.848 -5.663 4.682
C -7.246 -5.208 4.295
C -7.859 -6.104 3.231
O -7.228 -3.848 3.858
H -5.186 -5.627 3.812
H -5.432 -5.008 5.448
H -5.856 -6.686 5.061
H -7.886 -5.208 5.179
H -7.249 -6.078 2.322
H -8.862 -5.763 2.974
H -7.919 -7.139 3.570
H -6.671 -3.805 3.073
C 11.399 -1.990 -1.690
C 10.728 -0.799 -1.027
C 11.733 0.112 -0.343
O 9.737 -1.239 -0.092
H 11.918 -2.595 -0.941
H 10.658 -2.624 -2.178
H 12.128 -1.671 -2.434
H 10.174 -0.229 -1.776
H 12.263 -0.434 0.443
H 11.229 0.960 0.119
H 12.472 0.489 -1.051
H 10.192 -1.744 0.591
```

=====

(4)
Density functional theory data (ωB97M-V/def2-TZVPD) for a cluster of 2 separate species, CH4N2O3 in total in a non-equilibrium geometry.

- E_tot: -375.49716 hartree
- E_LUMO (spin up / spin down): 0.26 / 0.26 eV
- HOMO-LUMO gap (spin up / spin down): 8.94 / 8.95 eV
- Relative energy (zero: lowest compared OMol25 entry of this formula, charge and spin): 4.6285 eV

```
10
CH4N2O3 ωB97M-V/def2-TZVPD
C 0.296 0.960 0.456
N 1.428 -0.827 -0.698
N -1.675 0.078 0.081
O -2.616 0.786 -0.030
O -1.494 -1.116 0.047
O 1.039 -0.179 0.544
H -0.043 1.414 1.442
H 0.327 1.702 -0.432
H 2.261 -1.504 -0.522
H 0.476 -1.314 -0.890
```

=====

(5)
Density functional theory data (ωB97M-V/def2-TZVPD) for a cluster of 2 separate species, C2H8N2 in total in a non-equilibrium geometry.

- Structure (SMILES): [H]/N=C/N.C
- E_tot: -190.49507 hartree
- E_LUMO: 0.95 eV
- HOMO-LUMO gap: 10.13 eV
- Relative energy (zero: lowest compared OMol25 entry of this formula, charge and spin): 0.1030 eV

```
12
C2H8N2 ωB97M-V/def2-TZVPD
C -1.121 -1.528 -1.481
H -0.393 -0.743 -1.670
H -1.090 -1.752 -0.421
H -2.105 -1.194 -1.809
H -0.918 -2.414 -2.080
N 0.217 0.554 1.717
C 0.847 1.355 0.824
N 2.066 1.155 0.476
H -0.728 0.701 2.002
H 0.732 -0.234 2.076
H 0.187 2.111 0.396
H 2.304 1.991 -0.030
```

=====

(6)
Density functional theory data (ωB97M-V/def2-TZVPD) for a cluster of 3 separate species, C3H15N2O3 in total in a non-equilibrium geometry.

- E_tot: -458.30472 hartree
- Total charge: +1
- E_LUMO: -2.76 eV
- HOMO-LUMO gap: 10.59 eV
- Relative energy (zero: lowest compared OMol25 entry of this formula, charge and spin): 0.7291 eV

```
23
C3H15N2O3 ωB97M-V/def2-TZVPD
N 0.375 1.105 0.491
C 0.210 -0.119 1.325
C -0.786 0.220 2.420
O -0.277 1.407 3.044
C -0.281 -1.263 0.452
N 0.833 -1.684 -0.426
H 0.617 1.866 1.134
H -0.484 1.330 -0.033
H 1.095 1.053 -0.232
H 1.146 -0.385 1.808
H -0.911 -0.617 3.103
H -1.763 0.564 2.068
H 0.014 1.452 3.956
H -0.684 -2.077 1.055
H -1.121 -0.976 -0.188
H 0.972 -2.685 -0.423
H 0.642 -1.405 -1.378
H 1.070 -0.920 -3.893
H 1.516 0.538 -3.884
O 0.983 -0.099 -3.394
H -0.485 0.365 -2.377
H -1.523 1.409 -2.687
O -1.158 0.921 -1.940
```

=====

(7)
Density functional theory data (ωB97M-V/def2-TZVPD) for a structure of composition C16H20BI2N8Y in a non-equilibrium geometry.

- E_tot: -1717.38291 hartree
- Total charge: +3
- E_LUMO (spin up / spin down): -12.00 / -13.28 eV
- HOMO-LUMO gap (spin up / spin down): 4.38 / 3.11 eV
- Multiplicity: 2

```
48
C16H20BI2N8Y ωB97M-V/def2-TZVPD
Y 1.447 -1.351 1.040
C 2.312 1.406 3.708
C 1.168 1.558 2.769
C 0.171 2.555 2.777
C -0.584 2.326 1.631
N -0.095 1.180 0.983
N 0.984 0.721 1.745
B -0.476 0.371 -0.328
N 0.747 -0.006 -1.283
C 1.246 0.794 -2.321
C 2.462 0.282 -2.831
C 2.752 -0.814 -2.000
C 3.843 -1.856 -2.137
N 1.735 -1.017 -1.128
N -1.235 -0.901 0.011
C -2.646 -0.985 0.166
C -2.962 -1.963 1.133
C -1.711 -2.561 1.471
C -1.504 -3.630 2.517
N -0.700 -1.892 0.842
N -1.281 1.351 -1.194
C -1.252 2.718 -1.373
C -2.069 3.051 -2.416
C -2.650 1.822 -2.854
C -3.732 1.591 -3.920
N -2.134 0.798 -2.196
H 2.688 2.312 4.092
H 3.204 0.977 3.116
H 2.138 0.687 4.485
H -0.002 3.273 3.592
H -1.421 2.915 1.256
H 0.603 1.562 -2.780
H 3.101 0.705 -3.558
H 4.097 -2.012 -3.189
H 3.472 -2.774 -1.659
H 4.856 -1.646 -1.644
H -3.210 -0.320 -0.477
H -3.937 -2.183 1.441
H -2.125 -4.503 2.340
H -1.854 -3.227 3.493
H -0.415 -3.909 2.410
H -0.657 3.383 -0.770
H -2.398 4.030 -2.793
H -3.236 1.336 -4.854
H -4.234 2.523 -4.049
H -4.439 0.808 -3.622
I 2.983 -3.185 2.608
I 6.950 -6.301 5.754
```

=====

(8)
Density functional theory data (ωB97M-V/def2-TZVPD) for a structure of composition C50H47Br2CeCl3N6O6PS2 in a non-equilibrium geometry.

- E_tot: -10854.59135 hartree
- Total charge: +2
- E_LUMO (spin up / spin down): -5.02 / -5.03 eV
- HOMO-LUMO gap (spin up / spin down): 7.61 / 7.62 eV
- Multiplicity: 2

```
118
C50H47Br2CeCl3N6O6PS2 ωB97M-V/def2-TZVPD
Ce 0.530 0.580 -0.435
C -1.197 2.683 3.176
C -0.543 2.961 1.828
C -0.142 4.415 1.650
O -1.402 2.542 0.725
C 0.629 2.008 1.516
O 1.392 2.336 0.585
O 0.617 0.868 2.025
H -2.085 3.295 3.316
H -0.492 2.907 3.972
H -1.468 1.633 3.241
H -1.010 5.064 1.749
H 0.299 4.546 0.664
H 0.594 4.698 2.399
H -2.080 3.226 0.612
Br -4.790 3.841 -4.088
C -3.228 3.031 -3.393
C -2.257 3.798 -2.757
C -1.160 3.145 -2.227
N -0.979 1.829 -2.295
C -1.880 1.098 -2.974
C -3.027 1.662 -3.521
C -1.576 -0.343 -3.100
C -2.164 -1.141 -4.077
C -1.865 -2.499 -4.097
Br -2.654 -3.626 -5.392
C -0.999 -3.012 -3.136
C -0.408 -2.126 -2.254
N -0.683 -0.824 -2.218
H -2.356 4.869 -2.689
H -0.381 3.701 -1.718
H -3.768 1.062 -4.019
H -2.812 -0.720 -4.831
H -0.790 -4.069 -3.098
H 0.318 -2.476 -1.530
O 2.229 -0.803 -0.505
O 1.769 -1.309 0.763
N 4.343 -2.502 1.289
C 3.705 -1.997 2.327
S 2.476 -0.717 2.100
N 3.857 -2.395 3.574
C 4.702 -3.398 4.136
C 6.083 -3.371 3.998
C 6.840 -4.329 4.654
C 6.231 -5.309 5.420
C 4.850 -5.351 5.523
C 4.085 -4.387 4.893
H 4.178 -2.116 0.367
H 4.960 -3.298 1.385
H 3.210 -1.980 4.235
H 6.562 -2.593 3.423
H 7.915 -4.303 4.576
H 6.829 -6.041 5.940
H 4.369 -6.124 6.101
H 3.009 -4.397 4.982
Cl -4.044 -5.948 -2.426
C -4.400 -4.772 -1.220
C -4.282 -3.423 -1.520
C -4.541 -2.483 -0.543
C -4.935 -2.858 0.735
C -5.224 -1.794 1.775
C -4.061 -1.723 2.802
N -2.807 -1.617 2.104
C -1.872 -2.600 2.020
C -0.908 -2.144 1.173
N -1.241 -0.889 0.724
C -2.398 -0.617 1.306
O -5.347 -0.557 1.114
C -6.192 0.410 1.724
C -6.090 1.631 0.862
C -7.050 2.070 -0.008
Cl -8.630 1.452 -0.201
S -6.519 3.426 -0.943
C -4.988 3.391 -0.162
C -4.905 2.403 0.764
C -5.051 -4.219 1.016
Cl -5.519 -4.757 2.590
C -4.788 -5.177 0.049
H -4.014 -3.114 -2.516
H -4.458 -1.431 -0.761
H -6.147 -2.050 2.315
H -4.051 -2.632 3.405
H -4.205 -0.854 3.452
H -1.958 -3.520 2.558
H -0.010 -2.650 0.875
H -2.978 0.273 1.141
H -5.845 0.637 2.742
H -7.227 0.050 1.770
H -4.253 4.125 -0.426
H -4.045 2.232 1.388
H -4.895 -6.227 0.277
C 2.300 1.237 -4.110
P 2.457 1.723 -2.337
C 3.176 3.397 -2.560
C 4.358 3.568 -3.279
C 4.885 4.834 -3.453
C 4.239 5.936 -2.913
C 3.073 5.771 -2.183
C 2.548 4.503 -2.003
C 3.983 0.872 -1.786
C 4.357 1.134 -0.467
C 5.472 0.526 0.075
C 6.220 -0.359 -0.690
C 5.852 -0.622 -1.998
C 4.738 -0.008 -2.550
H 3.196 1.505 -4.670
H 1.446 1.765 -4.537
H 2.116 0.166 -4.177
H 4.873 2.711 -3.692
H 5.806 4.962 -4.002
H 4.654 6.922 -3.050
H 2.582 6.630 -1.750
H 1.654 4.353 -1.410
H 3.755 1.815 0.126
H 5.768 0.750 1.089
H 7.085 -0.841 -0.260
H 6.436 -1.311 -2.589
H 4.466 -0.229 -3.571
```